--- P ---
Molecular formula: C2H10N3
Method: DFT, ωB97M-V/def2-TZVPD

Results
* total charge: +1
* Kohn-Sham gap: 12.5 eV
* molecular weight: 76.123 g/mol

Last column: natural (NBO) charge in e.
Cartesian coordinates (Å):
C (3.147, 0.902, 0.242)  -0.8521
H (3.898, 0.455, 0.912)  0.2394
H (2.211, 1.099, 0.773)  0.1811
H (3.003, 0.187, -0.609)  0.1967
H (3.394, 1.859, -0.155)  0.2401
N (-0.941, 0.043, 1.221)  -0.7456
C (-0.985, -0.319, -0.045)  0.6812
N (-2.007, 0.032, -0.832)  -0.7465
N (0.097, -0.914, -0.609)  -0.7664
H (-0.074, -0.027, 1.778)  0.4377
H (-1.579, 0.739, 1.547)  0.4241
H (-2.176, -0.401, -1.726)  0.4323
H (-2.816, 0.393, -0.381)  0.4169
H (1.023, -0.797, -0.182)  0.4361
H (0.093, -1.128, -1.599)  0.4249


--- Q ---
Molecular formula: C2H10N3
Method: DFT, ωB97M-V/def2-TZVPD

Results
* total charge: +1
* Kohn-Sham gap: 10.3 eV
* molecular weight: 76.123 g/mol

Last column: natural (NBO) charge in e.
Cartesian coordinates (Å):
C (-0.802, 2.055, -1.737)  -0.4160
N (-1.565, 1.230, -0.735)  -0.7023
H (-1.528, 2.657, -2.277)  0.2344
H (-0.245, 1.369, -2.365)  0.2384
H (-0.195, 2.779, -1.199)  0.2352
H (-1.925, 1.846, -0.004)  0.4312
H (-2.361, 0.732, -1.131)  0.4332
H (-0.980, 0.463, -0.309)  0.4773
N (1.304, -2.355, 0.834)  -0.7878
C (1.173, -1.035, 1.144)  0.3360
N (0.132, -0.347, 0.866)  -0.8009
H (2.088, -2.905, 1.150)  0.4067
H (1.164, -2.552, -0.152)  0.3948
H (1.908, -0.667, 1.867)  0.1705
H (0.247, 0.520, 1.388)  0.3494


--- R ---
Molecular formula: C2H10N3
Method: DFT, ωB97M-V/def2-TZVPD

Results
* total charge: +1
* Kohn-Sham gap: 11.0 eV
* molecular weight: 76.123 g/mol

Last column: natural (NBO) charge in e.
Cartesian coordinates (Å):
N (1.714, 0.054, 1.452)  -0.8563
C (0.486, 0.603, 0.973)  -0.0750
N (-0.422, -0.397, 0.395)  -0.5274
C (-0.435, -0.620, -1.133)  -0.0536
N (-1.286, 0.340, -1.745)  -0.8450
H (2.488, 0.721, 1.360)  0.3952
H (1.843, -0.246, 2.408)  0.3934
H (0.685, 1.364, 0.210)  0.2251
H (0.044, 1.160, 1.794)  0.2121
H (-0.516, -1.272, 0.920)  0.4404
H (-1.351, 0.007, 0.576)  0.4395
H (-0.950, -1.577, -1.211)  0.2089
H (0.616, -0.727, -1.413)  0.2346
H (-0.774, 0.890, -2.422)  0.4041
H (-2.155, -0.049, -2.072)  0.4040


--- S ---
Molecular formula: C2H10N3
Method: DFT, ωB97M-V/def2-TZVPD

Results
* total charge: +1
* Kohn-Sham gap: 12.0 eV
* molecular weight: 76.123 g/mol

Last column: natural (NBO) charge in e.
Cartesian coordinates (Å):
N (-1.483, 0.810, 2.113)  -1.0991
H (-1.824, -0.105, 2.417)  0.3823
H (-2.223, 1.437, 2.434)  0.3913
H (-0.722, 1.012, 2.758)  0.3810
C (1.695, -1.517, -1.041)  -0.4143
N (0.679, -0.635, -0.502)  -0.5075
C (0.133, 0.335, -1.177)  0.3935
N (-0.763, 1.145, -0.692)  -0.7280
H (1.368, -2.553, -0.988)  0.2310
H (2.629, -1.399, -0.510)  0.2287
H (1.877, -1.264, -2.084)  0.2233
H (0.403, -0.725, 0.469)  0.4195
H (0.426, 0.471, -2.210)  0.2200
H (-1.081, 1.105, 0.292)  0.4516
H (-1.116, 1.885, -1.280)  0.4266


Which structure loses on stability? R does.


--- P ---
Molecular formula: C3H11N2S
Method: DFT, ωB97M-V/def2-TZVPD

Results
* total charge: +1
* Kohn-Sham gap: 10.3 eV
* molecular weight: 107.202 g/mol

Last column: natural (NBO) charge in e.
Cartesian coordinates (Å):
C (2.641, 0.024, 0.916)  -0.8808
C (-1.923, -1.784, -0.251)  -0.4202
C (-0.471, -0.064, -0.953)  0.2474
N (-1.495, -0.407, -0.294)  -0.4519
N (-0.049, 1.324, -0.812)  -0.7708
S (-2.489, 0.702, 0.751)  0.1352
H (1.890, 0.128, 1.694)  0.2086
H (3.561, -0.313, 1.373)  0.2577
H (2.834, 0.987, 0.449)  0.1973
H (-1.913, -2.131, 0.783)  0.2367
H (-2.932, -1.889, -0.649)  0.2265
H (-1.236, -2.389, -0.840)  0.2557
H (2.326, -0.703, 0.177)  0.2224
H (0.256, 1.682, -1.726)  0.4669
H (0.779, 1.311, -0.186)  0.4777
H (-0.801, 1.916, -0.394)  0.4318
H (-3.647, 0.317, 0.220)  0.1597


--- Q ---
Molecular formula: C3H11N2S
Method: DFT, ωB97M-V/def2-TZVPD

Results
* total charge: +1
* Kohn-Sham gap: 10.1 eV
* molecular weight: 107.202 g/mol

Last column: natural (NBO) charge in e.
Cartesian coordinates (Å):
C (2.122, 0.236, -1.109)  -0.4225
N (1.161, -0.007, -0.081)  -0.5214
C (-0.194, 0.368, -0.477)  -0.2767
C (-1.079, 0.021, 0.759)  -0.0760
N (-2.445, 0.549, 0.604)  -0.8123
S (-0.899, -1.985, 0.869)  -0.1687
H (2.125, 1.266, -1.449)  0.2338
H (3.082, 0.106, -0.709)  0.2374
H (1.850, -0.312, -1.951)  0.2305
H (0.932, -0.996, 0.055)  0.4699
H (1.527, 0.562, 0.626)  0.4369
H (-0.505, -0.157, -1.426)  0.2412
H (-0.267, 1.446, -0.727)  0.2541
H (-0.568, 0.488, 1.604)  0.2100
H (-2.916, 0.264, -0.249)  0.3830
H (-3.020, 0.307, 1.398)  0.3929
H (-0.906, -2.156, 2.263)  0.1880


Which structure loses on stability? P does.


--- P ---
Molecular formula: C3H11N2S
Method: DFT, ωB97M-V/def2-TZVPD

Results
* total charge: +1
* Kohn-Sham gap: 10.2 eV
* molecular weight: 107.202 g/mol

Last column: natural (NBO) charge in e.
Cartesian coordinates (Å):
C (1.170, -0.693, 0.739)  -0.4535
C (-0.679, -1.427, -0.779)  -0.4329
C (-0.253, 1.037, -0.376)  0.0135
N (-1.237, 0.997, 0.570)  -0.8735
N (0.341, -0.404, -0.415)  -0.4019
S (1.085, 2.307, -0.296)  0.0313
H (1.785, 0.214, 1.134)  0.2639
H (0.655, -1.110, 1.521)  0.2240
H (1.857, -1.522, 0.414)  0.2445
H (-1.605, -1.443, -0.105)  0.2570
H (-0.956, -1.260, -1.769)  0.2336
H (-0.349, -2.436, -0.787)  0.2440
H (-0.935, 1.344, -1.522)  0.2487
H (-1.786, 1.907, 0.480)  0.4295
H (-1.058, 0.570, 1.389)  0.3845
H (1.068, -0.475, -1.214)  0.4560
H (0.896, 2.394, 1.015)  0.1312


--- Q ---
Molecular formula: C3H11N2S
Method: DFT, ωB97M-V/def2-TZVPD

Results
* total charge: +1
* Kohn-Sham gap: 9.0 eV
* molecular weight: 107.202 g/mol

Last column: natural (NBO) charge in e.
Cartesian coordinates (Å):
C (0.589, 1.143, -1.497)  -0.8181
C (0.283, -0.925, -0.086)  0.2799
C (-0.464, -0.543, 1.167)  -0.2373
N (-0.354, -1.597, -0.964)  -0.6504
N (0.145, 0.270, 2.171)  -0.8094
S (-2.140, 0.087, 0.666)  -0.0451
H (1.051, 0.322, -1.989)  0.2012
H (0.398, 1.032, -0.437)  0.1899
H (-0.438, 1.264, -1.796)  0.2445
H (1.440, -1.006, -0.157)  0.2744
H (-0.606, -1.657, 1.516)  0.2685
H (-1.363, -1.760, -0.902)  0.4449
H (0.174, -2.041, -1.721)  0.4420
H (0.830, 0.839, 1.849)  0.3781
H (0.464, -0.375, 2.937)  0.4012
H (1.243, 1.970, -1.706)  0.2556
H (-2.258, 1.099, 1.447)  0.1800


Which structure loses on stability? P does.